# 1
The following is a quantum chemistry calculation of a cluster of 2 separate species, C5H10N3S in total in a non-equilibrium geometry, from OMol25.

Structure (XYZ):
```
19
Properties=species:S:1:pos:R:3:forces:R:3
H -2.390 -1.020 1.442 0.936 0.851 -0.054
H -2.500 -0.321 -1.864 0.333 0.926 -0.744
H 4.134 0.848 -0.136 2.207 1.007 -0.066
N -1.811 -0.184 1.237 -2.522 -1.782 -0.946
H 1.222 -2.165 0.233 1.085 -0.432 -0.225
H -1.236 0.151 1.943 0.987 0.887 1.292
C -1.704 0.212 -0.013 -0.717 -1.501 -1.093
C -1.275 1.623 -0.312 -4.538 -2.489 0.090
C 0.798 -0.304 -0.020 0.884 1.408 0.641
C 3.258 0.332 -0.038 -2.677 -1.184 0.446
H -2.225 2.126 -0.543 0.438 0.202 -0.390
H 3.754 -1.712 0.101 1.874 -2.217 0.052
H -0.935 2.002 0.553 1.418 1.566 2.917
C 3.037 -1.000 0.046 -0.972 2.654 0.020
N -2.204 -0.639 -0.972 0.239 1.539 1.210
H -2.777 -1.428 -0.752 0.150 -0.534 0.814
N 1.698 -1.281 0.099 -1.713 -0.209 -0.245
H -0.579 1.586 -1.029 2.263 0.455 -3.011
S 1.734 1.174 0.026 0.326 -1.147 -0.708
```
Forces are in eV/Å.

## Properties
**Strongest force on any atom**: 5.177 eV/Å
**Net charge**: +1
**Multiplicity**: 1
**Frontier orbital gap**: 9.67 eV
**HOMO energy**: -12.603 eV
**Energy above the lowest of the compared OMol25 structures with the same formula, charge and spin**: 103.5 kJ/mol
**Energy**: -758.68215 Ha
**LUMO**: -2.9 eV

natural (NBO) population analysis, charges in e, atoms 1 to 5: number 1, H, carries 0.411; number 2, H, carries 0.416; number 3, H, carries 0.249; number 4, N, carries -0.731; number 5, H, carries 0.432



# 2
The following is a quantum chemistry calculation of the ion C5H10N3S2 with charge +1 in a non-equilibrium geometry, from OMol25.

Structure (XYZ):
```
20
Properties=species:S:1:pos:R:3:forces:R:3
H -0.242 -1.276 0.454 0.011 0.190 -0.123
H 3.715 1.130 -0.182 -0.087 -0.134 -0.055
C 0.555 0.392 -0.432 0.399 0.121 0.065
H 0.286 1.217 -1.082 0.019 0.007 -0.002
H 3.162 -1.126 0.476 -0.074 0.064 -0.032
N 1.782 0.369 0.028 -1.066 -0.205 -0.391
S -4.889 -0.120 0.224 1.135 -1.120 -0.242
N -2.505 -1.332 -0.216 2.389 0.654 -0.004
C -3.804 -1.385 -0.144 -2.402 1.066 0.261
N -0.402 -0.487 -0.171 0.955 -0.565 0.577
C -1.711 -0.395 -0.598 -1.833 -0.251 -0.087
C 2.683 1.460 -0.275 0.387 0.891 -0.193
H 2.527 2.281 0.426 0.032 -0.042 0.022
H -1.948 0.409 -1.282 -0.002 0.033 0.005
H 2.528 1.830 -1.287 -0.030 -0.068 0.023
S -3.949 1.580 0.218 0.138 0.100 -0.117
H -4.265 -2.359 -0.107 -0.159 -0.194 -0.160
C 2.299 -0.632 0.927 0.206 -0.559 0.470
H 1.560 -1.391 1.164 0.022 -0.015 0.024
H 2.618 -0.162 1.859 -0.040 0.027 -0.042
```
Forces are in eV/Å.

## Properties
**Strongest force on any atom**: 2.641 eV/Å
**Net charge**: +1
**Multiplicity**: 1
**Frontier orbital gap (alpha / beta)**: 6.37 / 6.38 eV
**HOMO energy (alpha / beta)**: -11.080 / -11.084 eV
**Energy above the lowest of the compared OMol25 structures with the same formula, charge and spin**: 118.9 kJ/mol
**Energy**: -1156.87557 Ha
**LUMO (alpha / beta)**: -4.7 / -4.7 eV

natural (NBO) population analysis, charges in e, atoms 1 to 5: number 1, H, carries 0.439; number 2, H, carries 0.241; number 3, C, carries 0.404; number 4, H, carries 0.233; number 5, H, carries 0.244



# 3
The following is a quantum chemistry calculation of the molecule C5H10N4O2 in a non-equilibrium geometry, from OMol25.

Structure (XYZ):
```
21
Properties=species:S:1:pos:R:3:forces:R:3
H -2.233 2.266 0.213 1.082 -0.514 0.381
C -0.882 0.540 -0.058 -1.204 1.205 2.637
N 0.244 0.092 0.726 0.187 -0.479 -0.133
H -0.754 2.367 1.192 0.499 0.285 0.794
N 0.502 0.712 -1.879 0.012 0.507 0.026
C 1.285 -1.744 -0.607 1.514 -1.495 0.967
C -1.968 -0.476 -0.251 -1.323 -2.240 1.706
H -2.155 -0.963 0.773 0.416 0.816 -1.215
H 1.516 -1.479 -1.584 0.155 0.612 -2.110
H -2.197 1.089 1.501 1.731 1.492 -0.101
H 2.207 -2.388 -0.418 -1.641 0.343 0.496
H 0.318 -2.210 -0.614 -0.150 -0.586 0.303
O 2.678 1.177 0.833 -0.905 1.583 1.116
C -1.474 1.681 0.819 -3.676 -1.399 -1.453
O 3.569 -0.606 0.120 0.077 -0.917 -0.275
H -2.992 -0.076 -0.491 1.369 -0.203 -0.438
C 1.305 -0.534 0.208 0.398 -0.385 -0.843
H -1.649 -1.357 -0.838 -0.414 0.751 -0.332
H 0.597 0.824 1.297 0.187 0.905 0.619
N -0.487 1.046 -1.366 0.844 0.048 -1.519
N 2.569 0.038 0.424 0.843 -0.329 -0.628
```
Forces are in eV/Å.

## Properties
**Strongest force on any atom**: 4.193 eV/Å
**Multiplicity**: 1
**Frontier orbital gap (alpha / beta)**: 7.75 / 7.81 eV
**HOMO energy (alpha / beta)**: -8.595 / -8.010 eV
**Energy above the lowest of the compared OMol25 structures with the same formula, charge and spin**: 514.5 kJ/mol
**Energy**: -565.81873 Ha
**LUMO (alpha / beta)**: -0.8 / -0.2 eV

natural (NBO) population analysis, charges in e, atoms 1 to 5: number 1, H, carries 0.231; number 2, C, carries 0.181; number 3, N, carries -0.570; number 4, H, carries 0.229; number 5, N, carries -0.004



# 4
The following is a quantum chemistry calculation of a structure of composition C5H10N5O2 in a non-equilibrium geometry, from OMol25.

Structure (XYZ):
```
22
Properties=species:S:1:pos:R:3:forces:R:3
N 2.108 -0.849 -0.514 1.858 -0.882 -2.295
C 0.588 0.151 3.670 -0.817 1.499 3.842
H 2.865 1.785 -3.951 0.888 -0.101 -0.072
C 1.584 -1.001 -1.745 -0.756 -0.393 -0.007
N 1.903 1.780 -3.775 -1.739 0.337 0.233
H 1.989 1.668 2.897 -1.498 -1.683 0.047
C 1.342 0.708 2.762 2.136 3.035 1.039
H -2.101 -1.108 0.342 0.949 1.118 0.079
H -0.283 -2.344 -1.672 1.611 2.909 -0.182
H -0.219 -0.976 -2.663 -0.149 -0.072 -1.150
H 0.082 -0.768 3.562 -0.416 -0.934 -0.398
N 0.050 -1.272 -1.748 -1.125 -2.355 -0.398
C 0.864 1.555 -3.270 1.966 0.125 -0.762
O -0.176 1.303 -2.796 -1.069 -0.111 0.517
O 2.173 -1.031 -2.794 -0.844 -0.143 1.177
C 1.540 0.071 1.575 -0.204 -1.043 -3.441
N -1.483 -0.318 0.036 0.825 -1.144 1.765
N 1.598 -0.288 0.465 -0.518 0.603 2.543
H -0.822 -0.654 -1.088 1.710 -0.779 1.121
H -0.866 0.100 0.801 -1.242 -1.244 -1.264
H -2.049 0.404 -0.261 -1.846 2.024 -0.617
H 0.443 0.648 4.697 0.282 -0.767 -1.777
```
Forces are in eV/Å.

## Properties
**Strongest force on any atom**: 4.205 eV/Å
**Net charge**: +1
**Multiplicity**: 1
**Frontier orbital gap**: 8.86 eV
**HOMO energy**: -12.987 eV
**Energy above the lowest of the compared OMol25 structures with the same formula, charge and spin**: 511.6 kJ/mol
**Energy**: -620.40723 Ha
**LUMO**: -4.1 eV

natural (NBO) population analysis, charges in e, atoms 1 to 5: number 1, N, carries -0.410; number 2, C, carries -0.217; number 3, H, carries 0.461; number 4, C, carries 0.776; number 5, N, carries -0.708



# 5
The following is a quantum chemistry calculation of the ion C5H10NO with charge -1 in a non-equilibrium geometry, from OMol25.

Structure (XYZ):
```
17
Properties=species:S:1:pos:R:3:forces:R:3
C -2.375 0.994 0.421 0.147 -1.069 -0.213
C -1.247 0.299 -0.451 -0.184 0.371 -0.716
H -2.019 0.657 1.447 -0.034 0.826 0.142
H -1.617 -0.724 -0.595 0.340 -0.061 0.131
H -1.189 0.746 -1.460 -0.411 -0.016 0.047
O -3.624 0.592 0.177 -0.028 -0.166 -0.268
C 0.186 0.396 0.094 -1.132 -0.651 0.185
H 3.399 -1.638 1.213 0.312 0.085 -0.320
H -2.273 2.088 0.247 0.530 0.261 0.520
H 1.418 0.574 -1.650 0.109 -0.124 -0.318
H 0.321 1.447 0.368 0.535 -0.043 -0.149
H 0.263 -0.185 1.015 -0.070 0.055 0.158
C 1.216 -0.168 -0.886 0.416 -0.102 0.915
H 0.897 -1.113 -1.327 -0.556 0.188 -0.225
N 2.480 -0.495 -0.202 0.477 0.753 -0.491
H 1.657 -2.038 0.968 -0.273 0.056 -0.484
C 2.507 -1.431 0.622 -0.178 -0.362 1.086
```
Forces are in eV/Å.

## Properties
**SMILES**: C=NCCCC[O-]
**Strongest force on any atom**: 1.318 eV/Å
**Net charge**: -1
**Multiplicity**: 1
**Frontier orbital gap**: 5.74 eV
**HOMO energy**: -2.184 eV
**Energy above the lowest of the compared OMol25 structures with the same formula, charge and spin**: 95.5 kJ/mol
**Energy**: -326.44894 Ha
**LUMO**: 3.6 eV

natural (NBO) population analysis, charges in e, atoms 1 to 5: number 1, C, carries 0.004; number 2, C, carries -0.435; number 3, H, carries 0.049; number 4, H, carries 0.190; number 5, H, carries 0.157



# 6
The following is a quantum chemistry calculation of the ion C5H10NO with charge -1 in a non-equilibrium geometry, from OMol25.

Structure (XYZ):
```
17
Properties=species:S:1:pos:R:3:forces:R:3
H 1.670 -0.063 1.932 -0.574 0.782 -1.555
C -0.241 -0.704 -1.295 -0.015 -1.483 -1.615
H -0.085 0.253 -1.733 -0.171 1.104 0.150
H 0.212 -1.630 -3.236 0.222 0.644 -0.393
C -0.229 0.435 1.020 -4.002 -0.398 0.570
C -0.686 -0.801 0.142 0.120 0.212 1.753
H -0.554 0.225 2.164 0.031 0.451 -2.486
H -0.147 -1.634 0.666 -0.654 0.129 -0.706
O 1.491 1.975 1.363 0.384 0.415 0.637
H -1.834 -0.943 0.277 1.979 0.227 -0.456
C 1.215 0.703 1.109 2.516 -0.803 -0.559
C -0.027 -1.695 -2.197 -0.541 -1.802 2.985
H -0.983 2.273 -0.308 0.802 -2.652 1.979
H -0.065 -2.785 -1.821 -0.107 1.630 -0.612
N -0.979 1.702 0.641 0.342 1.762 0.375
H 1.562 0.379 0.048 0.526 -0.065 0.861
H -0.321 2.311 1.229 -0.857 -0.154 -0.929
```
Forces are in eV/Å.

## Properties
**SMILES**: C=CC[C@H](N)C[O-]
**Strongest force on any atom**: 4.062 eV/Å
**Net charge**: -1
**Multiplicity**: 1
**Frontier orbital gap**: 6.55 eV
**HOMO energy**: -2.680 eV
**Energy above the lowest of the compared OMol25 structures with the same formula, charge and spin**: 177.1 kJ/mol
**Energy**: -326.41783 Ha
**LUMO**: 3.9 eV

natural (NBO) population analysis, charges in e, atoms 1 to 5: number 1, H, carries 0.058; number 2, C, carries -0.144; number 3, H, carries 0.195; number 4, H, carries 0.186; number 5, C, carries -0.032